[1]
The following is a DFT calculation (ωB97M-V/def2-TZVPD) of a molecular structure, C13H27AlNO4.

Energy relative to the best compared isomer or geometry (same formula, charge and spin) = 2.507 eV
Highest occupied orbital energy = -4.85 eV
Kohn-Sham gap = 7.48 eV

```
! RIJCOSX wB97M-V def2-TZVPD def2/J DEFGRID3
* xyz -1 1
Al -2.5453 2.7223 -0.0739
O -1.3319 -1.1782 -5.7953
O 2.9545 -2.1087 5.4026
O 1.2241 -0.6010 3.5610
O -2.5758 -0.3462 -3.2530
N 1.5355 2.8437 -1.4873
C 2.7987 -2.3941 4.0203
C 1.3182 0.5186 4.4229
C 2.4751 -1.1585 3.2077
C 0.2144 2.9504 -1.3129
C -2.0338 -2.3936 -5.6383
C -2.1530 -0.0293 -5.6230
C -2.0717 0.5456 -4.2245
C -1.5643 -1.0275 -2.5361
C 1.6350 1.9196 0.7255
C 1.7929 -2.3765 6.1654
C -0.5163 2.5766 -0.1722
C 0.2542 2.0527 0.8701
C 2.2190 2.3322 -0.4659
H 0.3241 0.7103 4.8232
H 1.6742 -3.4550 6.3216
H 1.6460 1.4015 3.8636
H -3.0318 2.2415 1.3987
H -0.2244 1.7354 1.7884
H 3.2918 2.2386 -0.5894
H -3.1007 4.1815 -0.4945
H -2.6883 1.4491 -4.1818
H -3.1237 1.6495 -1.1535
H -3.1933 -0.2710 -5.8660
H 3.2725 -0.4155 3.3141
H 2.4182 -1.4400 2.1516
H 1.9167 -1.8928 7.1335
H -0.8019 -1.4351 -3.2068
H -1.0930 -0.3553 -1.8115
H -2.0371 -1.8487 -1.9979
H -2.6712 -2.3800 -4.7515
H -1.0430 0.8355 -3.9881
H 2.0065 0.3393 5.2528
H 0.8945 -1.9821 5.6864
H -2.6489 -2.6033 -6.5226
H 3.7468 -2.8109 3.6660
H 2.0217 -3.1509 3.8735
H 2.2480 1.5025 1.5131
H -1.8061 0.7244 -6.3372
H -1.2963 -3.1884 -5.5281
H -0.3310 3.3715 -2.1507
*
```

---

[2]
The following is a DFT calculation (ωB97M-V/def2-TZVPD) of a molecular structure, C25H23IMoN8O3SSbSe4.

Energy relative to the best compared isomer or geometry (same formula, charge and spin) = 1.635 eV
Highest occupied orbital energy (spin up / spin down) = -15.21 / -15.20 eV
Kohn-Sham gap (spin up / spin down) = 4.51 / 4.68 eV

```
! RIJCOSX wB97M-V def2-TZVPD def2/J DEFGRID3
* xyz 3 3
I -5.9166 0.4956 -3.3216
Sb -1.7953 -4.8230 -1.3455
Mo -0.5292 -0.2151 -0.7854
Se 0.5553 -4.5622 -0.7808
Se -2.9484 -5.5878 0.6832
Se -0.5417 -1.3666 -2.7075
Se -2.4684 -5.2096 -3.6760
S -0.9446 -1.5889 1.1581
O 3.3075 5.8479 -1.2061
O -2.7440 -2.5564 -1.1443
O 4.7642 5.0165 0.1438
N 3.8215 4.9565 -0.5908
N -0.2896 -3.7322 2.4464
N -4.6197 -2.5591 0.0969
N 1.3639 -2.1758 2.5755
N -2.5683 0.4180 -0.5687
N -0.0197 1.8327 -1.1453
N -4.7400 -2.7658 -2.1861
N 1.5648 -0.2023 -0.6100
C 4.3583 0.0608 -0.6676
C -3.3757 0.3863 -1.6415
C -4.4478 1.1460 0.7289
C 4.2954 0.0174 2.6887
C 4.0523 2.5357 -0.6042
C 3.7507 -1.1778 -0.6718
C 1.2855 2.1292 -0.8977
C -3.1095 0.8182 0.5946
C 3.7314 1.2764 2.5486
C -0.8139 2.8371 -1.5204
C 3.4894 -1.1052 2.6830
C -4.0037 -2.6201 -1.0870
C 2.3642 -1.2673 -0.5989
C 1.8137 3.4433 -0.9681
C 0.1803 -2.5403 2.1168
C -0.3859 4.1570 -1.5954
C -4.7324 0.6749 -1.5854
C 1.5408 0.2825 2.3917
C 2.3589 1.4015 2.4061
C 0.9248 4.4795 -1.3030
C 2.1474 1.0198 -0.6753
C 3.2194 3.6031 -0.7198
C 2.1110 -0.9799 2.5164
C -5.2889 1.0603 -0.3684
C 3.5474 1.2059 -0.6518
H 1.2744 5.5010 -1.3695
H 1.8845 -2.2434 -0.5466
H -2.9299 0.1215 -2.5936
H 1.9154 2.3823 2.3310
H -5.7461 -2.8151 -2.1604
H -4.0622 -2.5473 0.9367
H -4.8392 1.4626 1.6818
H 5.3610 -0.0839 2.8221
H -1.1855 -4.0528 2.0880
H 0.4645 0.3990 2.3586
H 1.8647 -2.8996 3.0896
H -2.4441 0.8697 1.4534
H 3.9358 -2.0791 2.8216
H -6.3374 1.3045 -0.2881
H 4.3555 2.1557 2.5781
H 5.1129 2.6999 -0.4679
H -5.6109 -2.7031 0.1952
H 0.1789 -4.3366 3.1076
H -4.3008 -2.7709 -3.0922
H -1.0892 4.9148 -1.9034
H 5.4338 0.1469 -0.6938
H 4.3360 -2.0831 -0.7170
H -1.8359 2.5905 -1.7860
*
```

---

[3]
The following is a DFT calculation (ωB97M-V/def2-TZVPD) of a molecular structure, C36H35ClNP2Tb.

Highest occupied orbital energy (spin up / spin down) = -14.11 / -14.12 eV
Kohn-Sham gap (spin up / spin down) = 6.20 / 8.25 eV

```
! RIJCOSX wB97M-V def2-TZVPD def2/J DEFGRID3
* xyz 2 7
Tb -1.0999 -0.2280 0.6520
Cl -3.4747 0.0150 0.4913
P 0.1432 2.3766 0.8085
P -0.1323 -2.0995 -1.3460
N -0.2311 -1.2925 2.6508
C -2.6464 4.2435 -1.5571
C -1.2626 1.9988 3.1756
C -1.6116 4.6190 1.0190
C -1.0976 3.6042 0.2017
C -1.6124 3.4321 -1.1055
C 3.0782 5.0570 -0.3982
C 2.6640 -2.4520 -1.1272
C 1.4929 -2.8509 -1.8166
C -2.9564 -4.6250 0.2744
C -0.0706 2.5336 2.6274
C -3.1809 5.2449 -0.7297
C -0.9219 -3.5568 -0.5247
C -0.8035 -5.2088 1.2588
C -2.3090 -3.1074 -4.7601
C -1.4129 -0.7755 -3.4930
C 1.8233 4.5055 -0.0839
C -2.1848 -5.3985 1.1648
C -0.3758 2.3646 5.4055
C 2.9122 -4.2289 -3.2437
C -1.4007 1.9208 4.5607
C -1.5120 -3.1958 -3.6040
C 0.9640 2.9566 3.4757
C -1.0448 -2.0459 -2.9600
C -2.3191 -3.6665 -0.5405
C -0.1690 -4.2874 0.4404
C 4.2576 4.3523 -0.1253
C 3.9151 -2.9449 -1.4807
C -2.2306 -0.6985 -4.6123
C 2.9352 2.5403 0.8009
C 4.1713 3.0966 0.4762
C 1.6463 -3.7198 -2.9131
C -2.6532 5.4383 0.5501
C 1.7349 3.2503 0.5406
C -2.6909 -1.8493 -5.2594
C 0.8122 2.8816 4.8635
C 4.0593 -3.8453 -2.5412
H 1.6217 3.2100 5.5230
H -2.6890 -6.1041 1.8259
H 4.8067 -2.6028 -0.9546
H -1.0821 0.1250 -2.9776
H 5.0480 -4.1958 -2.8453
H -0.4907 2.2908 6.4860
H 0.4040 -2.1015 2.5490
H -1.2125 2.6288 -1.7280
H 1.9042 0.4784 -1.0872
H 5.2272 4.7563 -0.4348
H -2.6454 -4.0166 -5.2570
H -2.9236 -2.9852 -1.1329
H 3.0145 -4.9075 -4.0986
H 0.9272 5.0397 -0.3709
H -1.1239 -1.6380 3.0079
H 1.9042 3.3123 3.0576
H 2.8823 1.5336 1.2066
H 0.1675 -0.6403 3.3437
H 0.8036 -3.9644 -3.5415
H 3.1308 6.0204 -0.9012
H -1.2965 -4.1846 -3.2040
H -1.2404 4.7503 2.0282
H -4.0433 -4.7423 0.2292
H 0.8992 -4.0866 0.5425
H -4.0129 5.8586 -1.0811
H -2.0896 1.6713 2.5179
H -2.5333 0.2871 -4.9972
H -3.3434 -1.7817 -6.1298
H -0.2148 -5.7804 1.9926
H 5.0855 2.5251 0.6584
H 1.4415 0.7303 -1.6472
H -3.0536 4.0941 -2.5591
H -3.0605 6.2163 1.2022
H 2.5843 -1.6958 -0.3424
H -2.3248 1.5132 4.9827
*
```

---

[4]
The following is a DFT calculation (ωB97M-V/def2-TZVPD) of C5H7N in the gas phase.

Energy relative to the best compared isomer or geometry (same formula, charge and spin) = 2.242 eV
Highest occupied orbital energy = -9.78 eV
Kohn-Sham gap = 10.74 eV
SMILES string = [H]/N=C\CC=C=C

```
! RIJCOSX wB97M-V def2-TZVPD def2/J DEFGRID3
* xyz 0 1
N 0.1102 0.9367 -2.0311
C -0.5571 -0.7464 0.8307
C -1.3428 -0.0648 -0.2734
C -0.5293 1.0182 -0.9395
C 1.9959 -0.3077 1.1614
C 0.7214 -0.5476 1.0199
H -1.1003 -1.4246 1.4873
H -0.4574 1.9623 -0.3890
H -1.6705 -0.8035 -1.0178
H 2.3506 0.5185 1.7720
H -2.2512 0.3728 0.1611
H 2.7407 -0.9184 0.6582
H -0.0102 0.0045 -2.4398
*
```

---

[5]
The following is a DFT calculation (ωB97M-V/def2-TZVPD) of a molecular structure, C16H15AsF5NOS5SeTl.

Energy relative to the best compared isomer or geometry (same formula, charge and spin) = 1.292 eV
Highest occupied orbital energy = -4.36 eV
Kohn-Sham gap = 4.44 eV

```
! RIJCOSX wB97M-V def2-TZVPD def2/J DEFGRID3
* xyz -1 1
Tl -0.6999 -1.9798 0.2096
Se -0.5319 0.4360 -1.8295
As -1.7475 -3.3569 2.9883
S -1.6670 -5.1988 4.0274
S 0.0858 -2.2106 3.0213
S 2.9831 -1.0004 0.7112
S -3.3658 -2.1569 3.6933
S -2.0702 -3.8403 0.8231
F -2.1808 -3.2882 -5.1200
F 1.5091 0.5665 -4.1358
F -0.2349 -2.7601 -6.9415
F 1.6179 -0.8456 -6.4265
F -2.2856 -1.8948 -2.8119
O 1.8224 -1.8929 0.3530
N -2.2406 -0.1110 1.4557
C 0.5799 -0.3719 -4.3578
C -0.9510 2.3028 3.9372
C -1.5667 2.2145 1.2369
C -0.7699 3.4372 3.1536
C 2.7500 1.5674 -0.2088
C 1.7592 1.3720 0.9327
C -1.3246 -1.6105 -3.6972
C 0.6499 -1.0903 -5.5366
C -0.2885 -2.0701 -5.8009
C -1.2763 -2.3383 -4.8707
C -1.7640 1.0823 2.0279
C -0.4090 -0.6012 -3.4070
C 3.1112 0.1692 -0.7019
C 2.3596 0.3038 1.8243
C -1.0792 3.3830 1.8014
C -1.4495 1.1328 3.3845
H -2.6863 -0.7315 2.1577
H 1.6449 -0.1543 2.5081
H -2.8590 0.0568 0.6710
H -0.9468 4.2600 1.1792
H 3.2242 0.6702 2.3830
H -1.7889 2.1741 0.1760
H 3.6442 2.0851 0.1476
H -1.6032 0.2535 3.9986
H 1.5581 2.2939 1.4786
H 4.1133 0.1026 -1.1229
H 2.3799 -0.2020 -1.4191
H -0.7237 2.3297 4.9953
H 0.8098 1.0090 0.5372
H 2.3079 2.1492 -1.0187
H -0.3995 4.3548 3.5931
*
```

---

[6]
The following is a DFT calculation (ωB97M-V/def2-TZVPD) of 2 unconnected molecules or ions with the total composition C3H9N2O.

Energy relative to the best compared isomer or geometry (same formula, charge and spin) = 5.261 eV
Highest occupied orbital energy = -11.80 eV
Kohn-Sham gap = 7.88 eV

```
! RIJCOSX wB97M-V def2-TZVPD def2/J DEFGRID3
* xyz 1 1
O -0.6405 1.1330 0.3128
N 1.8095 -0.2160 0.1525
N -2.3579 -0.3724 0.1469
C -1.1377 0.0725 -0.2994
C 0.9585 -1.2551 0.2461
C 0.6145 1.6447 -0.0688
H 2.4011 -0.1620 0.9228
H 0.6818 1.8895 -1.0845
H -1.0270 -0.0011 -1.4088
H -2.7704 -0.1795 0.9916
H 2.3235 -0.2170 -0.7289
H 0.4765 -1.8713 -0.5221
H 0.6549 -1.7815 1.1667
H -2.8877 -1.0243 -0.5239
H 0.9008 2.3405 0.6968
*
```